DFT (wB97M-V/def2-TZVPD) results for a structure of composition C15H27FeN4O.

Calculated values
HOMO energy (alpha / beta) = -16.4 / -16.4 eV
LUMO energy (alpha / beta) = -6.028 / -7.741 eV
largest force on an atom = 0.01828 hartree/bohr

Geometry as ORCA input:
```
! wB97M-V def2-TZVPD RIJCOSX def2/J DEFGRID3
* xyz 2 6
Fe -0.00729 -0.36055 -0.04988
C -1.27630 0.70191 2.42401
C -2.39453 0.05783 1.62518
N -2.11958 0.18932 0.16968
C -2.41518 1.53201 -0.38723
C -1.15953 2.28728 -0.75683
C -1.19037 3.53853 -1.33866
C 0.01390 4.16244 -1.63476
C 1.21183 3.53074 -1.32986
C 1.16861 2.27946 -0.74868
C 2.41633 1.51422 -0.37283
N 2.10597 0.17780 0.19048
C 2.36335 0.05424 1.64992
C 1.23715 0.70318 2.43358
N -0.01784 0.02149 2.06233
N 0.00160 1.67418 -0.48096
H -1.48458 0.62847 3.49281
H -1.17105 1.76118 2.18174
H -3.36301 0.49153 1.87985
H -2.43843 -1.00899 1.85268
H -2.69561 -0.48999 -0.31773
H -2.99462 2.11454 0.33324
H -3.04204 1.42772 -1.27358
H -2.13579 4.01615 -1.55860
H 0.01879 5.13905 -2.10046
H 2.16195 4.00217 -1.54296
H 3.00128 2.09503 0.34459
H 3.04258 1.39812 -1.25819
H 2.68297 -0.50921 -0.28498
H 3.32926 0.48849 1.91334
H 2.40407 -1.01142 1.88347
H 1.13514 1.76120 2.18471
H 1.43421 0.63518 3.50490
H -0.01924 -0.91022 2.47521
C 1.37750 -3.94032 -0.64368
C 0.01108 -3.52924 -0.11644
C -1.10246 -3.93347 -1.07031
C -0.23149 -4.06314 1.28752
O 0.00145 -2.08720 -0.02108
H 1.41401 -5.02170 -0.77064
H 2.16806 -3.65748 0.05399
H 1.57305 -3.48067 -1.61356
H -1.10342 -5.01535 -1.19790
H -0.95853 -3.47731 -2.05052
H -2.07813 -3.63953 -0.67936
H -0.25242 -5.15245 1.27041
H -1.19153 -3.71877 1.67700
H 0.56704 -3.75844 1.96738
*
```

Atomic partial charges in e from the natural (NBO) method, atoms 1 to 5: number 1, Fe, carries 1.811; number 2, C, carries -0.243; number 3, C, carries -0.234; number 4, N, carries -0.692; number 5, C, carries -0.280

---

DFT (wB97M-V/def2-TZVPD) results for a cluster of 2 separate species, C33H39BO2S in total in a non-equilibrium geometry.

Calculated values
HOMO energy = -6.2 eV
LUMO energy = -3.044 eV
largest force on an atom = 0.08196 hartree/bohr

Geometry as ORCA input:
```
! wB97M-V def2-TZVPD RIJCOSX def2/J DEFGRID3
* xyz 0 1
C -3.90361 4.53086 0.17145
C -2.61671 3.76846 0.05552
C -1.86766 3.56406 1.20332
C -0.68249 2.83105 1.16411
C -0.25227 2.27979 -0.03547
B 1.23608 1.57522 -0.11483
C 2.21979 2.85975 -0.41997
C 2.75205 3.27215 -1.62351
C 3.81282 4.24644 -1.48920
C 4.12378 4.56432 -0.18871
C 5.14534 5.50672 0.34863
S 3.08468 3.61725 0.88012
O 1.65629 0.94160 1.08444
C 2.40039 -0.20416 0.68205
C 3.88295 0.10871 0.63509
C 2.14276 -1.31269 1.70023
C 1.85048 -0.46964 -0.81808
C 2.67585 -1.31656 -1.76546
C 0.49725 -1.11204 -0.84832
O 1.63043 0.83801 -1.30514
C -0.97994 2.50092 -1.19631
C -2.16173 3.24451 -1.14705
H -4.40836 4.62566 -0.78536
H -4.57282 4.01707 0.86637
H -3.74318 5.52905 0.58788
H -2.20482 4.01889 2.14005
H -0.06281 2.74836 2.06041
H 2.47532 2.91761 -2.61177
H 4.35574 4.69345 -2.32936
H 5.68624 5.96354 -0.48998
H 4.66408 6.31541 0.92903
H 5.87341 4.98102 0.99297
H 4.45277 -0.80971 0.43733
H 4.13814 0.84710 -0.13359
H 4.22390 0.49860 1.59892
H 2.46751 -2.29017 1.31435
H 2.71525 -1.10665 2.61555
H 1.08054 -1.36913 1.96932
H 2.77901 -2.32492 -1.34775
H 2.11420 -1.39726 -2.70349
H 3.66051 -0.88617 -1.93205
H 0.50340 -2.15083 -0.53359
H -0.16170 -0.53676 -0.18196
H 0.05573 -1.06420 -1.84713
H -0.57902 2.14796 -2.15105
H -2.72076 3.44478 -2.06838
C -4.11799 -2.41935 -4.60073
C -3.66952 -2.14508 -3.17845
C -3.77613 -0.86741 -2.58441
C -3.17245 -0.58423 -1.36644
C -2.48558 -1.60125 -0.61993
C -1.79764 -1.25134 0.60634
C -1.28758 -2.27013 1.52559
C -1.58532 -2.18104 2.91547
C -1.15497 -3.14209 3.82207
C -0.34163 -4.21356 3.41444
C 0.26947 -5.14779 4.43650
C -0.08811 -4.36686 2.03883
C -0.59826 -3.45109 1.12374
C -2.59726 -2.92406 -1.14171
C -3.08051 -3.17937 -2.42183
H -3.68794 -3.35338 -4.97316
H -5.20116 -2.48860 -4.74286
H -3.77831 -1.62295 -5.26611
H -4.32825 -0.08120 -3.11141
H -3.28364 0.39854 -0.90135
H -1.91865 -0.22926 0.97806
H -2.26199 -1.38807 3.22498
H -1.42440 -3.06381 4.87761
H 0.84528 -5.95075 3.97132
H 0.96120 -4.60301 5.08472
H -0.46461 -5.60077 5.11041
H 0.50927 -5.22022 1.69346
H -0.51279 -3.72249 0.06794
H -2.39014 -3.78543 -0.50250
H -3.01918 -4.19137 -2.85022
*
```

Atomic partial charges in e from the Mulliken method, atoms 1 to 5: number 1, C, carries -1.638; number 2, C, carries 1.252; number 3, C, carries -0.786; number 4, C, carries -0.879; number 5, C, carries 0.468

---

DFT (wB97M-V/def2-TZVPD) results for an isolated molecule of C5H13N3O.

Calculated values
HOMO energy = -9.2 eV
LUMO energy = 0.777 eV
largest force on an atom = 0.01649 hartree/bohr

Geometry as ORCA input:
```
! wB97M-V def2-TZVPD RIJCOSX def2/J DEFGRID3
* xyz 0 1
H -1.52629 2.38942 -0.59627
N -1.66530 2.02220 0.34597
C -1.09310 0.92620 0.56963
C -1.23786 0.27476 1.90071
C -0.27135 0.17320 -0.48818
C -1.18544 -0.87666 -1.12504
O 0.12051 1.06022 -1.52449
N 0.87459 -0.44830 0.16644
C 1.65934 -1.33187 -0.68101
N 1.66698 0.57566 0.76287
H -0.26989 0.25421 2.39306
H -1.57819 -0.75040 1.78334
H -1.94444 0.83984 2.50034
H -1.31049 -1.72019 -0.45412
H -0.75913 -1.20751 -2.06780
H -2.15442 -0.42659 -1.32668
H 0.54393 1.82484 -1.11368
H 1.05865 -2.19304 -0.95876
H 2.01928 -0.83194 -1.59117
H 2.51643 -1.68236 -0.10433
H 2.20372 0.15723 1.51741
H 2.33246 0.97109 0.09175
*
```

Atomic partial charges in e from the natural (NBO) method, atoms 1 to 5: number 1, H, carries 0.340; number 2, N, carries -0.636; number 3, C, carries 0.320; number 4, C, carries -0.671; number 5, C, carries 0.313

---

DFT (wB97M-V/def2-TZVPD) results for a cluster of 2 separate species, CH2FNO in total in a non-equilibrium geometry.

Calculated values
HOMO energy (alpha / beta) = -8.4 / -9.2 eV
LUMO energy (alpha / beta) = 0.137 / 0.279 eV
largest force on an atom = 0.11668 hartree/bohr

Geometry as ORCA input:
```
! wB97M-V def2-TZVPD RIJCOSX def2/J DEFGRID3
* xyz 0 1
C 1.08129 0.08112 0.13644
N -1.18329 -0.16674 -0.08424
O 1.70358 1.02129 -0.17719
F -1.95914 0.89151 0.00571
H 1.34907 -0.88958 0.46761
H -1.20737 -0.42356 -0.99822
*
```

Atomic partial charges in e from the natural (NBO) method, atoms 1 to 5: number 1, C, carries 0.513; number 2, N, carries -0.281; number 3, O, carries -0.435; number 4, F, carries -0.235; number 5, H, carries 0.153

---

DFT (wB97M-V/def2-TZVPD) results for a structure of composition C4H3Cl2LaN5O3Sm in a non-equilibrium geometry.

Calculated values
HOMO energy (alpha / beta) = -23.1 / -23.1 eV
LUMO energy (alpha / beta) = -16.631 / -15.932 eV
largest force on an atom = 0.19230 hartree/bohr

Geometry as ORCA input:
```
! wB97M-V def2-TZVPD RIJCOSX def2/J DEFGRID3
* xyz 4 6
La 3.69958 -1.37882 0.28029
Sm -0.31016 -0.37886 0.72151
Cl 1.57533 -0.71534 -1.36112
Cl 1.59124 -2.08845 1.94368
C -1.81452 -2.52655 1.08707
C 4.29316 -2.30819 -1.84993
C 3.90032 -3.73546 0.13690
O -2.51922 -3.39872 1.34515
O 3.99700 -2.85958 -2.83730
O 3.75271 -4.81010 -0.27569
N -2.81681 3.44036 1.42731
N -2.27834 2.64408 0.42973
N -2.00049 3.23080 -0.75798
C -1.17538 2.33723 -1.30718
N -0.87547 1.31230 -0.50423
N -1.56194 1.56867 0.68418
H -3.44100 2.95139 2.05641
H -3.24773 4.28036 1.06245
H -0.76827 2.43488 -2.28125
*
```

Atomic partial charges in e from the Mulliken method, atoms 1 to 5: number 1, La, carries 1.930; number 2, Sm, carries 1.886; number 3, Cl, carries -0.408; number 4, Cl, carries -0.468; number 5, C, carries 0.012

---

DFT (wB97M-V/def2-TZVPD) results for a structure of composition C24H72F2Na2O32P8 in a non-equilibrium geometry.

Calculated values
HOMO energy = -9.2 eV
LUMO energy = -0.092 eV
largest force on an atom = 0.06826 hartree/bohr

Geometry as ORCA input:
```
! wB97M-V def2-TZVPD RIJCOSX def2/J DEFGRID3
* xyz 0 1
Na 0.63949 -0.14736 0.83665
Na -2.57588 -0.66478 1.99715
F -1.45033 -0.74733 -0.19626
F -0.67918 0.52286 2.80348
C 0.03928 -4.52273 0.68557
O 0.71455 -4.29828 -0.55565
P 2.08076 -3.42734 -0.62219
O 1.94557 -2.03408 -0.17368
O 3.16278 -4.38000 0.13753
C 3.22264 -5.74207 -0.22448
O 2.48953 -3.55376 -2.14991
C 3.84646 -3.30436 -2.64737
H -0.91355 -4.00169 0.77902
H 0.63132 -4.27326 1.56612
H -0.30707 -5.55452 0.74519
H 2.59347 -6.12146 -1.02965
H 2.79149 -6.23598 0.64630
H 4.26654 -6.02513 -0.35960
H 4.54343 -4.14098 -2.69631
H 4.41652 -2.58089 -2.06451
H 3.74467 -2.87485 -3.64399
C 3.70404 3.33186 0.64459
O 3.11525 3.77663 -0.55054
P 2.11139 2.86807 -1.38036
O 1.23898 2.01403 -0.54862
O 1.31393 3.87034 -2.36320
C 0.45654 4.76942 -1.77076
O 3.08186 2.11831 -2.50202
C 3.79020 0.97758 -2.08299
H 3.73253 4.24349 1.24143
H 4.75026 3.05102 0.52352
H 3.14980 2.62188 1.25846
H -0.55970 4.63598 -2.14162
H 0.74850 5.77393 -2.07703
H 0.48293 4.75571 -0.68116
H 3.50759 0.07766 -2.62923
H 3.58995 0.66424 -1.05838
H 4.86353 1.12869 -2.19796
C 0.23122 3.85310 2.48641
O 0.29920 5.17315 1.94954
P 1.14699 6.36674 2.65116
O 2.20585 5.94387 3.59391
O 1.69715 7.18346 1.38315
C 2.51888 8.24912 1.67490
O 0.06925 7.37376 3.31456
C -1.11705 6.81840 3.92034
H 1.04339 3.51560 3.13029
H 0.31932 3.18296 1.63128
H -0.75262 3.68573 2.92475
H 2.55496 8.96899 0.85722
H 3.52303 7.84910 1.81543
H 2.21019 8.61906 2.65263
H -1.18841 5.75600 4.15338
H -1.95671 7.16677 3.31891
H -1.34948 7.26457 4.88730
C 4.36766 -2.58914 4.23558
O 3.42856 -1.85873 3.54375
P 3.86998 -0.46547 2.81650
O 2.92350 0.10991 1.83816
O 4.28545 0.50360 4.03526
C 3.29371 1.37162 4.67989
O 5.30280 -0.87234 2.17145
C 5.33298 -1.19088 0.78022
H 4.21262 -3.62137 3.92164
H 4.15560 -2.56244 5.30442
H 5.42961 -2.37958 4.10735
H 2.25466 1.29285 4.36007
H 3.56247 2.42275 4.57503
H 3.27241 1.13463 5.74360
H 5.97457 -2.05475 0.60645
H 5.91605 -0.35781 0.38764
H 4.37566 -1.30433 0.27152
C -2.79038 -6.11084 2.89265
O -1.90994 -5.52415 3.79101
P -1.88217 -3.91889 4.05385
O -2.52229 -3.08489 2.99198
O -2.61320 -3.80786 5.51124
C -4.03436 -3.67260 5.71598
O -0.28248 -3.65343 4.36484
C 0.19704 -2.25864 4.51953
H -3.65564 -5.51323 2.60580
H -3.20043 -7.03340 3.30355
H -2.28322 -6.35613 1.95952
H -4.37538 -4.52546 6.30287
H -4.68176 -3.77983 4.84565
H -4.32286 -2.76731 6.25013
H 0.31878 -2.08206 5.58822
H -0.51652 -1.55843 4.08520
H 1.14780 -2.18926 3.99099
C -0.21089 -5.71365 -4.02778
O -1.19970 -4.78820 -4.49742
P -2.82474 -4.87012 -4.29544
O -3.49264 -5.88609 -5.11892
O -3.28547 -3.37310 -4.54798
C -4.71621 -3.08332 -4.77947
O -3.02649 -4.99566 -2.63470
C -2.58129 -3.93825 -1.74534
H 0.12895 -5.40874 -3.03801
H 0.52535 -5.73787 -4.83119
H -0.50533 -6.76275 -4.05608
H -5.27303 -4.00029 -4.97240
H -4.73272 -2.48171 -5.68826
H -5.25973 -2.43038 -4.09658
H -1.69988 -3.33729 -1.96904
H -2.28117 -4.41058 -0.80996
H -3.35521 -3.18780 -1.58416
C 0.16461 -1.50656 -3.53192
O -0.74884 -1.51306 -4.62292
P -1.03388 -0.16671 -5.50802
O 0.16710 0.63201 -5.90146
O -2.07070 0.65127 -4.55952
C -1.52143 1.31957 -3.43704
O -1.99573 -0.65769 -6.69756
C -1.73542 -1.84702 -7.44126
H 0.98945 -0.79989 -3.62337
H 0.61771 -2.48645 -3.38158
H -0.34504 -1.23044 -2.60882
H -1.62112 0.69186 -2.55152
H -2.02506 2.28249 -3.35193
H -0.46326 1.56063 -3.53841
H -2.58028 -2.52906 -7.34572
H -0.83708 -2.38226 -7.13368
H -1.66082 -1.62942 -8.50671
C -2.34951 6.92188 0.01281
O -3.25262 6.11086 -0.68004
P -3.74669 4.74348 -0.03407
O -3.99564 4.89047 1.45242
O -2.58914 3.68287 -0.42415
C -2.55533 2.38695 0.18392
O -5.09955 4.27818 -0.89336
C -6.36893 4.88382 -0.73601
H -2.56295 7.05924 1.07284
H -2.34556 7.92199 -0.42064
H -1.33381 6.52686 -0.00800
H -1.51212 2.08734 0.08370
H -3.30546 1.67479 -0.15992
H -2.68306 2.39203 1.26640
H -7.14520 4.12326 -0.65206
H -6.54641 5.39746 -1.68087
H -6.40394 5.65128 0.03722
*
```

Atomic partial charges in e from the Mulliken method, atoms 1 to 5: number 1, Na, carries 0.505; number 2, Na, carries 0.719; number 3, F, carries -0.830; number 4, F, carries -0.933; number 5, C, carries -0.716